(1)
ORCA calculation (wB97M-V/def2-TZVPD) on a 9-piece molecular cluster, C53H66BBr2F3N13O5P2S2 overall.

## Properties
charge = -1
HOMO level = -4.23 eV

Positions of all 147 atoms, in Å:
N -2.57 2.28 -1.49
C -2.61 2.73 -0.07
N -3.17 4.14 0.09
N -3.83 1.93 0.45
C -1.47 2.32 0.93
P 0.40 2.52 0.54
C 0.36 1.18 -0.80
C 1.38 -0.05 -0.64
C 0.66 -1.45 -0.23
S 0.72 -2.74 -1.56
C -0.93 -3.60 -1.36
S -1.11 -5.24 -1.10
N -2.10 -2.66 -1.41
C -2.49 -2.27 -2.74
C -3.65 -1.29 -2.36
N -3.81 -1.27 -0.92
C -2.86 -2.13 -0.30
C 0.76 1.26 1.94
C 0.43 1.75 3.43
C -0.48 0.68 4.24
F -1.81 0.73 3.67
Br 0.30 -1.13 4.30
C -0.67 1.25 5.76
F -1.14 2.58 5.80
F -1.74 0.45 6.32
Br 0.92 0.97 6.89
B 0.13 4.02 -0.68
O 0.46 4.08 -2.08
O -0.38 5.28 -0.13
P 2.54 3.02 0.24
O 3.43 2.84 1.49
O 3.23 2.44 -1.21
O 2.59 4.75 0.00
H -3.28 1.57 -1.70
H -2.70 3.13 -2.08
H -3.52 4.24 1.06
H -3.99 4.26 -0.53
H -3.95 2.11 1.45
H -4.64 2.22 -0.11
H -1.68 1.21 1.20
H -1.67 2.87 1.93
H 0.44 3.55 1.60
H -0.68 0.68 -0.68
H 0.39 1.53 -1.88
H 1.79 -0.26 -1.71
H 2.32 0.17 -0.02
H 1.29 -1.85 0.65
H -0.37 -1.24 0.21
H -2.09 -2.57 -3.76
H -4.25 -0.71 -3.12
H -2.65 -2.36 0.79
H 0.16 0.26 1.83
H 1.85 0.88 1.97
H 1.41 1.83 4.04
H -0.13 2.74 3.51
H -0.37 4.33 -2.56
H -0.81 5.11 0.73
H 3.11 3.11 -1.91
H 3.43 4.97 -0.47
N 1.00 -5.01 -4.05
C 1.14 -4.29 -5.18
C 0.95 -4.81 -6.45
C 0.60 -6.15 -6.57
C 0.46 -6.91 -5.42
C 0.66 -6.30 -4.19
H 1.42 -3.25 -5.04
H 1.07 -4.19 -7.33
H 0.45 -6.60 -7.54
H 0.18 -7.96 -5.47
H 0.56 -6.85 -3.26
N -2.70 -3.31 3.00
C -3.91 -3.76 3.40
C -4.09 -4.82 4.26
C -2.96 -5.48 4.74
C -1.71 -5.04 4.35
C -1.63 -3.96 3.48
H -4.76 -3.21 2.99
H -5.08 -5.14 4.55
H -3.06 -6.32 5.42
H -0.81 -5.53 4.70
H -0.67 -3.58 3.15
N 3.63 1.93 8.78
C 4.14 2.10 10.01
C 5.05 3.09 10.34
C 5.47 3.95 9.34
C 4.96 3.79 8.05
C 4.05 2.78 7.83
H 3.78 1.40 10.76
H 5.43 3.18 11.35
H 6.19 4.74 9.55
H 5.26 4.45 7.25
H 3.61 2.62 6.85
N -0.51 1.30 -4.32
C 0.40 2.08 -4.93
C 0.11 2.87 -6.03
C -1.18 2.86 -6.54
C -2.14 2.06 -5.92
C -1.75 1.30 -4.82
H 1.39 2.06 -4.50
H 0.88 3.49 -6.49
H -1.45 3.47 -7.40
H -3.15 2.02 -6.29
H -2.46 0.66 -4.31
N 1.56 -7.11 3.45
C 1.73 -8.44 3.46
C 1.19 -9.29 2.51
C 0.43 -8.73 1.49
C 0.24 -7.36 1.46
C 0.83 -6.59 2.45
H 2.33 -8.83 4.28
H 1.36 -10.36 2.56
H -0.01 -9.36 0.72
H -0.34 -6.89 0.67
H 0.71 -5.51 2.47
N -7.03 2.24 -2.10
C -6.87 0.91 -2.10
C -7.42 0.07 -3.06
C -8.18 0.63 -4.07
C -8.36 2.01 -4.09
C -7.77 2.76 -3.09
H -6.27 0.51 -1.29
H -7.25 -1.00 -3.01
H -8.63 0.01 -4.83
H -8.95 2.48 -4.86
H -7.88 3.84 -3.06
N 4.01 8.59 4.63
C 4.20 7.26 4.62
C 3.68 6.41 3.65
C 2.92 6.97 2.64
C 2.71 8.34 2.62
C 3.27 9.10 3.63
H 4.79 6.87 5.44
H 3.87 5.34 3.70
H 2.50 6.33 1.86
H 2.12 8.80 1.84
H 3.14 10.18 3.66
N 3.82 -3.16 -7.34
C 4.35 -2.28 -8.21
C 5.57 -1.66 -8.03
C 6.29 -1.95 -6.88
C 5.77 -2.85 -5.96
C 4.54 -3.42 -6.24
H 3.75 -2.08 -9.09
H 5.95 -0.96 -8.77
H 7.25 -1.48 -6.70
H 6.30 -3.10 -5.06
H 4.09 -4.13 -5.56

These are the Löwdin partial charges, in e, on atoms 1 to 5: atom 1 (N): 0.09, atom 2 (C): -0.58, atom 3 (N): 0.04, atom 4 (N): 0.01, atom 5 (C): -0.26

=====

(2)
ORCA calculation (wB97M-V/def2-TZVPD) on C53H69AsMgN3O9P2S3Si as an isolated structure.

## Properties
relative energy (zero: lowest compared OMol25 entry of this formula, charge and spin) = 46.7 kcal per mole
charge = -1
HOMO level = -5.13 eV

Positions of all 142 atoms, in Å:
Mg -1.20 0.56 -0.21
C 1.12 -0.98 2.57
C 0.20 0.06 3.21
C 1.03 1.29 3.58
C -0.47 -0.54 4.45
O -0.77 0.44 2.22
Si -2.28 1.10 2.41
S -2.52 2.43 0.83
O -3.22 -0.23 2.48
C -4.64 -0.40 2.55
C -5.39 0.69 1.78
C -5.03 -0.35 4.03
C -4.96 -1.76 1.95
O -2.42 1.80 3.91
C -2.62 3.13 4.38
C -1.53 4.08 3.88
C -2.58 3.07 5.91
C -3.99 3.64 3.93
H 1.99 -1.15 3.22
H 1.46 -0.59 1.61
H 0.59 -1.91 2.42
H 1.81 1.01 4.30
H 0.40 2.04 4.03
H 1.50 1.70 2.69
H 0.29 -0.99 5.09
H -1.18 -1.31 4.14
H -1.01 0.23 5.00
H -5.30 1.65 2.27
H -6.44 0.42 1.69
H -4.96 0.78 0.79
H -4.68 0.59 4.46
H -4.54 -1.17 4.57
H -6.11 -0.43 4.15
H -4.63 -1.82 0.92
H -6.04 -1.94 1.99
H -4.46 -2.55 2.52
H -0.57 3.86 4.35
H -1.79 5.12 4.10
H -1.42 3.95 2.81
H -1.61 2.70 6.25
H -3.35 2.40 6.28
H -2.74 4.07 6.31
H -4.01 3.71 2.85
H -4.19 4.62 4.37
H -4.77 2.95 4.26
C 2.10 -3.22 -0.60
N 3.30 -2.68 -1.23
C 4.08 -1.77 -0.42
P 3.38 -0.02 -0.42
C 4.68 0.74 0.65
C 5.21 1.99 0.34
C 6.10 2.62 1.19
C 6.49 2.00 2.37
C 5.94 0.77 2.71
C 5.03 0.15 1.86
C 4.00 0.45 -2.09
C 3.05 0.60 -3.09
C 3.43 0.88 -4.40
C 4.77 1.01 -4.71
C 5.73 0.86 -3.72
C 5.35 0.59 -2.41
C 3.88 -3.31 -2.32
C 5.04 -2.79 -2.92
C 5.70 -3.47 -3.94
C 5.22 -4.67 -4.42
C 4.03 -5.16 -3.90
C 3.36 -4.49 -2.89
P 0.37 -2.36 -0.72
C -0.39 -3.60 0.43
C -0.15 -4.98 0.32
C -0.71 -5.87 1.22
C -1.54 -5.41 2.24
C -1.81 -4.06 2.34
C -1.24 -3.16 1.44
C -0.13 -3.15 -2.30
C 0.63 -2.92 -3.44
C 0.25 -3.46 -4.66
C -0.90 -4.23 -4.76
C -1.68 -4.44 -3.63
C -1.30 -3.91 -2.41
H 2.29 -3.28 0.48
H 1.95 -4.22 -0.97
H 5.13 -1.78 -0.71
H 4.02 -2.13 0.62
H 4.90 2.48 -0.57
H 6.50 3.59 0.93
H 7.20 2.48 3.04
H 6.22 0.30 3.64
H 4.59 -0.80 2.15
H 2.00 0.52 -2.84
H 2.67 1.01 -5.16
H 5.07 1.21 -5.73
H 6.78 0.96 -3.96
H 6.11 0.49 -1.65
H 5.44 -1.84 -2.62
H 6.60 -3.03 -4.36
H 5.75 -5.21 -5.20
H 3.60 -6.08 -4.29
H 2.43 -4.91 -2.56
H 0.46 -5.37 -0.47
H -0.52 -6.93 1.12
H -1.97 -6.12 2.94
H -2.46 -3.70 3.12
H -1.49 -2.11 1.51
H 1.51 -2.29 -3.39
H 0.85 -3.28 -5.54
H -1.21 -4.63 -5.71
H -2.60 -5.00 -3.70
H -1.94 -4.04 -1.55
O -1.45 0.33 -4.58
As -1.48 1.22 -3.04
O -0.91 2.68 -3.56
O -0.50 0.60 -1.88
C -3.35 1.38 -2.55
C -4.02 2.55 -2.89
C -5.37 2.68 -2.59
C -6.06 1.64 -1.99
C -5.40 0.47 -1.65
C -4.05 0.36 -1.91
S -3.12 -1.11 -1.51
O -2.23 -1.28 -2.62
O -4.08 -2.18 -1.32
O -2.45 -0.79 -0.22
H -1.02 0.94 -5.19
H -3.46 3.34 -3.38
H -5.89 3.59 -2.85
H -7.13 1.73 -1.80
H -5.90 -0.38 -1.20
C -1.10 5.78 -0.45
N -0.31 4.69 0.10
C 0.49 3.88 -0.62
S 0.95 2.39 0.02
N 1.03 4.29 -1.78
C 1.45 5.63 -2.13
H -2.12 5.69 -0.08
H -1.12 5.74 -1.54
H -0.70 6.74 -0.13
H -0.79 4.16 0.83
H 1.31 3.53 -2.39
H 0.87 6.05 -2.95
H 2.50 5.60 -2.43
H 1.36 6.27 -1.26

These are the Löwdin partial charges, in e, on atoms 1 to 5: atom 1 (Mg): 0.22, atom 2 (C): -0.03, atom 3 (C): -0.60, atom 4 (C): -0.02, atom 5 (C): -0.02

=====

(3)
ORCA calculation (wB97M-V/def2-TZVPD) on C53H73BCl2N3O4P2ReSSi as an isolated structure.

## Properties
spin multiplicity = 2
<S²> = 0.78
relative energy (zero: lowest compared OMol25 entry of this formula, charge and spin) = 11.5 kcal per mole
charge = -1
HOMO level (spin up / spin down) = -4.54 / -4.21 eV

Positions of all 141 atoms, in Å:
Re -0.59 -0.31 -0.22
C 0.34 -4.79 -0.25
C 0.48 -4.06 1.09
C 1.80 -3.28 1.11
C 0.51 -5.11 2.21
P -0.86 -2.72 1.21
C -0.36 -1.95 2.83
N 0.49 -0.80 2.63
B 0.69 0.04 1.46
N 1.55 1.11 1.96
C 2.06 2.35 1.38
P 2.59 2.34 -0.40
C 4.37 1.66 -0.21
C 4.23 0.37 0.62
C 4.81 1.25 -1.61
C 5.43 2.55 0.43
C 2.69 4.23 -0.61
C 1.22 4.65 -0.84
C 3.25 5.06 0.55
C 3.46 4.54 -1.89
C 1.75 0.94 3.32
C 2.41 1.74 4.24
C 2.48 1.31 5.56
C 1.89 0.13 5.96
C 1.18 -0.66 5.05
C 1.11 -0.24 3.73
C -2.51 -3.53 1.64
C -3.54 -2.41 1.84
C -2.94 -4.31 0.39
C -2.54 -4.43 2.87
H 1.27 -5.30 -0.49
H 0.13 -4.09 -1.06
H -0.45 -5.54 -0.23
H 2.62 -3.94 0.79
H 2.04 -2.92 2.11
H 1.76 -2.42 0.44
H 1.48 -5.62 2.17
H -0.26 -5.86 2.07
H 0.40 -4.68 3.21
H 0.17 -2.69 3.45
H -1.26 -1.65 3.37
H 2.93 2.65 1.97
H 1.29 3.11 1.48
H 3.37 -0.21 0.27
H 4.10 0.58 1.68
H 5.14 -0.24 0.50
H 4.15 0.48 -2.00
H 5.83 0.86 -1.59
H 4.79 2.09 -2.31
H 5.13 2.89 1.42
H 5.65 3.42 -0.19
H 6.35 1.98 0.54
H 0.56 4.30 -0.05
H 0.86 4.22 -1.78
H 1.15 5.74 -0.90
H 2.68 4.91 1.47
H 3.19 6.12 0.29
H 4.30 4.83 0.75
H 3.08 3.93 -2.71
H 4.53 4.34 -1.78
H 3.34 5.59 -2.16
H 2.86 2.68 3.95
H 3.01 1.92 6.28
H 1.96 -0.19 6.99
H 0.68 -1.56 5.39
H -3.47 -1.67 1.05
H -3.39 -1.92 2.79
H -4.55 -2.83 1.83
H -2.78 -3.70 -0.50
H -4.00 -4.57 0.45
H -2.38 -5.24 0.27
H -2.01 -3.98 3.72
H -2.11 -5.41 2.68
H -3.58 -4.59 3.17
C -2.91 -4.40 -4.92
C -2.72 -4.08 -3.43
C -2.14 -5.32 -2.75
C -4.11 -3.78 -2.86
Si -1.58 -2.53 -3.16
O -1.70 -1.98 -1.68
C 0.20 -3.08 -3.60
C 1.20 -2.81 -2.66
C 2.52 -3.17 -2.86
C 2.90 -3.81 -4.03
C 1.93 -4.08 -4.99
C 0.61 -3.73 -4.77
C -2.24 -1.34 -4.49
C -3.36 -0.57 -4.19
C -3.98 0.23 -5.15
C -3.48 0.26 -6.44
C -2.35 -0.49 -6.76
C -1.74 -1.27 -5.79
H -3.63 -5.22 -5.05
H -1.97 -4.73 -5.38
H -3.28 -3.54 -5.48
H -2.76 -6.21 -2.96
H -2.09 -5.19 -1.67
H -1.13 -5.52 -3.11
H -4.75 -4.68 -2.90
H -4.60 -2.99 -3.43
H -4.05 -3.45 -1.82
H 0.93 -2.28 -1.76
H 3.26 -2.95 -2.09
H 3.93 -4.09 -4.19
H 2.21 -4.57 -5.91
H -0.12 -3.97 -5.53
H -3.75 -0.59 -3.18
H -4.85 0.82 -4.89
H -3.96 0.87 -7.20
H -1.95 -0.46 -7.77
H -0.85 -1.84 -6.05
Cl 2.18 0.09 -4.10
C 0.82 1.14 -3.95
C 0.58 2.03 -4.98
C -0.50 2.90 -4.91
C -1.37 2.83 -3.83
C -1.14 1.91 -2.84
Cl -2.25 1.75 -1.53
C 0.00 1.05 -2.81
N 0.23 0.31 -1.70
H 1.23 2.05 -5.84
H -0.68 3.62 -5.70
H -2.23 3.47 -3.78
C -1.51 1.50 7.78
C -1.69 1.49 6.29
C -2.50 0.55 5.67
C -2.67 0.55 4.30
C -2.00 1.49 3.52
C -1.19 2.44 4.12
C -1.06 2.45 5.50
S -2.24 1.49 1.76
O -3.60 1.92 1.57
O -1.22 2.35 1.20
O -2.06 0.06 1.32
H -0.47 1.25 8.03
H -2.16 0.77 8.26
H -1.72 2.48 8.19
H -3.02 -0.19 6.27
H -3.34 -0.14 3.80
H -0.70 3.17 3.50
H -0.45 3.20 5.98

These are the Löwdin partial charges, in e, on atoms 1 to 5: atom 1 (Re): 1.28, atom 2 (C): -0.09, atom 3 (C): -0.65, atom 4 (C): -0.10, atom 5 (C): -0.09